Entry from the Open Molecules 2025 dataset: C50H53N2O2PSiV as an isolated structure at a distorted geometry (ωB97M-V/def2-TZVPD).

Cartesian coordinates (Å):
1 V 0.337 0.345 0.245
2 N -6.032 -7.167 0.108
3 C -5.448 -6.134 -0.027
4 C -4.591 -5.019 -0.113
5 C -5.086 -3.708 -0.295
6 C -4.211 -2.654 -0.354
7 C -2.814 -2.865 -0.133
8 C -2.307 -4.204 -0.072
9 C -3.235 -5.272 -0.085
10 C -2.028 -1.670 -0.114
11 C -1.218 -0.701 0.056
12 H -6.161 -3.530 -0.494
13 H -4.598 -1.627 -0.690
14 H -1.261 -4.434 0.151
15 H -2.946 -6.331 -0.028
16 C -3.701 1.193 -3.895
17 C -2.372 1.287 -4.110
18 C -1.518 1.735 -3.132
19 C -2.051 2.183 -1.907
20 C -3.441 2.189 -1.685
21 C -4.242 1.524 -2.640
22 P -0.814 2.464 -0.624
23 C 0.368 3.599 -1.429
24 C 1.466 3.962 -0.600
25 C 2.392 4.948 -1.071
26 C 2.246 5.484 -2.345
27 C 1.172 5.118 -3.136
28 C 0.188 4.190 -2.677
29 C -1.563 3.535 0.642
30 C -2.500 4.520 0.286
31 C -3.129 5.231 1.317
32 C -2.679 5.158 2.680
33 C -1.511 4.420 2.959
34 C -1.067 3.536 1.937
35 H -4.448 0.852 -4.637
36 H -1.989 1.216 -5.121
37 H -0.446 1.664 -3.258
38 H -3.874 2.564 -0.786
39 H -5.350 1.610 -2.510
40 H 1.691 3.446 0.314
41 H 3.185 5.305 -0.440
42 H 2.996 6.167 -2.760
43 H 0.990 5.549 -4.114
44 H -0.686 3.939 -3.284
45 H -2.699 4.689 -0.737
46 H -3.983 5.850 1.055
47 H -3.143 5.763 3.435
48 H -0.976 4.507 3.879
49 H -0.207 2.905 2.105
50 C 0.759 -2.482 2.315
51 Si 0.511 -0.691 2.851
52 C 2.085 -0.231 3.898
53 C 2.005 -0.720 5.397
54 C 2.202 1.290 3.920
55 C 3.303 -0.931 3.170
56 C -1.069 -0.610 4.029
57 C -1.115 -1.910 4.890
58 C -2.366 -0.562 3.160
59 C -1.238 0.620 4.900
60 H 0.936 -3.036 3.225
61 H 1.557 -2.469 1.514
62 H -0.175 -2.806 1.852
63 H 1.201 -0.219 5.941
64 H 2.963 -0.558 5.852
65 H 1.797 -1.759 5.430
66 H 2.389 1.532 4.989
67 H 1.257 1.767 3.568
68 H 3.056 1.717 3.298
69 H 3.341 -2.012 3.438
70 H 4.259 -0.441 3.425
71 H 3.163 -0.962 2.115
72 H -1.189 -1.742 6.017
73 H -0.283 -2.584 4.643
74 H -2.067 -2.403 4.683
75 H -2.393 -1.353 2.399
76 H -2.494 0.437 2.721
77 H -3.282 -0.817 3.760
78 H -0.393 0.867 5.561
79 H -2.090 0.464 5.554
80 H -1.386 1.508 4.182
81 C 0.013 -3.062 -5.204
82 O 0.396 -3.040 -3.828
83 C 1.758 -3.018 -3.580
84 C 2.738 -3.561 -4.414
85 C 3.968 -3.844 -3.891
86 C 4.221 -3.713 -2.563
87 C 3.301 -3.074 -1.685
88 C 2.101 -2.649 -2.204
89 N 1.136 -2.081 -1.335
90 C 1.024 -0.632 -1.467
91 C 2.314 0.079 -1.684
92 C 2.896 0.192 -2.920
93 C 4.171 0.599 -3.205
94 C 4.896 1.211 -2.204
95 C 4.235 1.392 -0.954
96 C 3.001 0.774 -0.661
97 O 2.480 0.971 0.513
98 H -1.087 -2.893 -5.189
99 H 0.170 -4.040 -5.649
100 H 0.444 -2.180 -5.741
101 H 2.461 -3.848 -5.362
102 H 4.782 -4.112 -4.547
103 H 5.172 -4.068 -2.155
104 H 3.434 -2.923 -0.608
105 H 0.294 -2.610 -1.252
106 H 0.343 -0.350 -2.270
107 H 2.240 0.093 -3.741
108 H 4.617 0.509 -4.202
109 H 5.834 1.666 -2.357
110 H 4.699 1.979 -0.201

Calculated values
Frontier orbital gap (alpha / beta)   5.14 / 4.49 eV
Relative energy (zero: lowest compared OMol25 entry of this formula, charge and spin)   21.4 kcal per mole
Multiplicity   3
Expectation value of S²   2.34
Total charge   +1
Maximum force   6.05 eV/A
LUMO energy (alpha / beta)   -4.8 / -5.5 eV


Entry from the Open Molecules 2025 dataset: a 5-piece molecular cluster, CH11O4S overall (ωB97M-V/def2-TZVPD).

Cartesian coordinates (Å):
1 C 0.143 -1.740 -0.343
2 S -1.390 -0.749 -0.154
3 H -0.036 -2.804 -0.165
4 H 0.463 -1.670 -1.377
5 H 0.974 -1.438 0.301
6 H -0.597 0.673 1.392
7 H -0.541 0.873 2.915
8 O -0.478 1.365 2.092
9 H -1.116 1.383 -2.837
10 H -0.922 0.139 -1.972
11 O -0.681 0.520 -2.875
12 H 0.925 1.332 -2.260
13 H 1.330 1.668 -0.845
14 O 1.633 1.794 -1.751
15 H 1.358 -1.068 2.226
16 H 1.304 -0.332 3.588
17 O 1.882 -0.806 2.988

Calculated values
Frontier orbital gap   7.29 eV
Relative energy (zero: lowest compared OMol25 entry of this formula, charge and spin)   7.4 kcal per mole
Multiplicity   1
Total charge   -1
Maximum force   0.63 eV/A
LUMO energy   3.5 eV


Entry from the Open Molecules 2025 dataset: C3H6N2OS in the gas phase at a distorted geometry (ωB97M-V/def2-TZVPD).

Cartesian coordinates (Å):
1 C -0.662 1.908 0.447
2 N -0.166 0.623 0.014
3 S 1.477 0.173 0.523
4 C 1.154 -1.540 0.197
5 N -0.311 -1.652 0.406
6 C -1.038 -0.553 0.314
7 O -2.201 -0.450 0.464
8 H -0.932 2.353 -0.568
9 H -1.512 1.833 0.984
10 H 0.090 2.464 1.026
11 H 1.491 -2.302 0.813
12 H 1.310 -1.777 -0.994
13 H -0.732 -2.586 0.270

Calculated values
Frontier orbital gap   8.98 eV
Relative energy (zero: lowest compared OMol25 entry of this formula, charge and spin)   49.1 kcal per mole
Multiplicity   1
SMILES   CN1SCNC1=O
Maximum force   5.40 eV/A
LUMO energy   0.7 eV


Entry from the Open Molecules 2025 dataset: C5H13N2O as an isolated structure at a distorted geometry (ωB97M-V/def2-TZVPD).

Cartesian coordinates (Å):
1 C -2.272 -0.024 1.129
2 C -1.153 -0.459 0.135
3 C 0.254 -1.084 0.607
4 C 1.415 -0.379 0.860
5 C 1.413 -1.093 -0.725
6 N 2.138 0.275 -1.254
7 O 2.165 -2.199 -0.674
8 N -0.770 1.950 -0.476
9 H -1.910 0.317 2.182
10 H -2.651 0.909 0.626
11 H -3.104 -0.800 1.308
12 H -1.481 -1.049 -0.670
13 H 0.616 -1.194 -1.488
14 H -0.013 -1.947 1.348
15 H 2.480 -0.703 0.998
16 H 1.054 0.694 0.806
17 H 1.413 0.961 -1.241
18 H 2.652 0.183 -2.148
19 H -0.809 0.665 -0.057
20 H -0.441 2.617 0.083
21 H -0.997 2.358 -1.352

Calculated values
Frontier orbital gap   4.41 eV
Relative energy (zero: lowest compared OMol25 entry of this formula, charge and spin)   324.2 kcal per mole
Multiplicity   1
Total charge   +1
Maximum force   7.26 eV/A
LUMO energy   -8.7 eV


Entry from the Open Molecules 2025 dataset: C3H7NO in the gas phase at a distorted geometry (ωB97M-V/def2-TZVPD).

Cartesian coordinates (Å):
1 C 0.041 1.233 -0.523
2 N 0.021 0.138 0.451
3 C 1.023 -0.953 0.044
4 C -1.255 -0.362 0.714
5 O -1.778 -1.433 0.740
6 H 0.942 1.161 -1.111
7 H -0.155 2.227 -0.155
8 H -0.668 1.203 -1.386
9 H 1.919 -0.429 -0.220
10 H 0.584 -1.744 -0.633
11 H 1.147 -1.595 0.928
12 H -1.822 0.553 1.152

Calculated values
Frontier orbital gap   10.76 eV
Relative energy (zero: lowest compared OMol25 entry of this formula, charge and spin)   42.0 kcal per mole
Multiplicity   1
SMILES   CN(C)C=O
Maximum force   4.38 eV/A
LUMO energy   0.9 eV


Entry from the Open Molecules 2025 dataset: C5H10N2 in the gas phase at a distorted geometry (ωB97M-V/def2-TZVPD).

Cartesian coordinates (Å):
1 C 2.982 0.663 1.081
2 N 2.899 -0.043 0.051
3 C 1.664 -0.594 -0.337
4 C 0.494 0.034 -0.320
5 C -0.755 -0.558 -0.891
6 C -1.992 -0.471 0.003
7 N -2.664 0.828 0.197
8 H 2.116 0.711 1.752
9 H 3.896 1.190 1.319
10 H 1.780 -1.634 -0.619
11 H 0.483 1.025 0.128
12 H -0.970 -0.251 -1.914
13 H -0.595 -1.637 -0.951
14 H -2.725 -1.118 -0.468
15 H -1.798 -0.843 1.005
16 H -2.810 1.262 -0.711
17 H -2.006 1.436 0.676

Calculated values
Frontier orbital gap   9.86 eV
Relative energy (zero: lowest compared OMol25 entry of this formula, charge and spin)   36.5 kcal per mole
Multiplicity   1
SMILES   C=N/C=C/CCN
Maximum force   1.16 eV/A
LUMO energy   0.9 eV